# 1
{"formula": "C4H3IN2O2", "method": "ωB97M-V/def2-TZVPD", "symbols": ["C", "C", "C", "C", "N", "N", "O", "O", "I", "H", "H", "H"], "coordinates": [[-0.87698, 0.81233, 0.04129], [-1.74690, -0.32961, 0.21291], [0.43228, 1.09399, -0.14585], [-1.68913, -1.63248, 0.35757], [1.55639, 0.30125, -0.26730], [1.53577, -0.91398, -0.48695], [-1.73798, -2.77670, 0.50605], [2.52644, -1.60738, -0.49671], [3.57878, 1.23313, 0.15549], [-1.46943, 1.71835, 0.06814], [-2.79689, -0.04074, 0.26608], [0.68766, 2.14184, -0.21072]], "mulliken_charge": [-0.239, -0.635, 0.016, 0.746, -0.197, 0.196, -0.329, -0.505, 0.116, 0.250, 0.268, 0.314], "smiles": "O=C=C/C=C\\N(I)N=O", "homo_ev": -8.597, "e_tot_ha": -711.7477, "e_lumo_ev": -1.46}

# 2
{"formula": "C4H3IO2S", "method": "ωB97M-V/def2-TZVPD", "symbols": ["C", "C", "C", "C", "O", "O", "S", "I", "H", "H", "H"], "coordinates": [[-0.06127, -0.36047, 0.38293], [-0.90594, -0.07792, 1.35632], [0.36607, 0.33539, -0.86472], [-2.32884, 1.75791, -1.19635], [0.27932, 1.77095, -0.75112], [-0.39000, 1.65362, -3.24094], [-0.78115, 1.32081, -1.89076], [-3.61338, 0.70557, -2.56635], [0.68921, -1.24688, 0.69592], [-1.71899, 0.61539, 1.40271], [1.34828, 0.04101, -1.18062]], "mulliken_charge": [-0.328, -0.432, 0.078, -0.412, -0.301, -0.539, 0.920, 0.041, 0.170, 0.389, 0.414], "homo_ev": [-9.228, -8.846], "e_tot_ha": -1000.2343, "e_lumo_ev": [-1.86, -1.18]}

# 3
{"formula": "C4H3KMgO", "method": "ωB97M-V/def2-TZVPD", "symbols": ["C", "C", "H", "H", "Mg", "C", "C", "O", "H", "K"], "coordinates": [[0.02663, 0.90191, 2.65578], [-1.08103, 0.31475, 2.34010], [0.41511, 1.56659, 3.43778], [-2.14297, 0.33028, 2.61404], [0.47609, -0.42335, 1.00066], [0.37540, -1.36623, -0.88680], [0.64749, -0.64991, -1.91269], [0.85175, 0.12470, -2.80068], [0.22560, -2.44604, -0.93213], [0.20593, 1.64732, -5.51606]], "mulliken_charge": [-0.540, -0.316, 0.360, 0.307, 0.525, -0.974, 0.816, -0.525, 0.368, 0.978], "homo_ev": [-9.786, -11.780], "multiplicity": 2, "e_tot_ha": -1029.1628, "total_charge": 1, "e_lumo_ev": [-4.02, -4.02], "s_squared": 0.754}

# 4
{"formula": "C4H3KO4", "method": "ωB97M-V/def2-TZVPD", "symbols": ["C", "C", "O", "O", "C", "H", "H", "H", "O", "K", "C", "O"], "coordinates": [[0.20463, -0.90155, 2.58308], [1.42312, -0.94941, 0.15936], [1.39296, -1.10112, 2.57231], [-0.52979, -0.68077, 1.54150], [0.04871, -0.85745, 0.24085], [2.04314, -0.05818, 0.25123], [1.83504, -1.88723, -0.21249], [-0.56968, -1.60228, -0.26295], [-1.80069, 1.96401, -0.99689], [-2.76657, 4.03686, -2.30002], [-0.98976, 1.16612, -1.33698], [-0.29111, 0.87101, -2.23900]], "mulliken_charge": [0.409, -0.448, -0.320, -0.201, -0.332, 0.245, 0.289, 0.405, -0.514, 1.007, 0.750, -0.290], "homo_ev": [-11.909, -12.183], "multiplicity": 2, "e_tot_ha": -1054.7535, "total_charge": 1, "e_lumo_ev": [-4.65, -4.96], "s_squared": 0.881}

# 5
{"formula": "C4H3Li2LuO2", "method": "ωB97M-V/def2-TZVPD", "symbols": ["C", "O", "Li", "Li", "H", "C", "C", "C", "O", "Lu", "H", "H"], "coordinates": [[-1.37205, 0.64731, 0.54237], [-1.07294, 1.82153, 0.99251], [0.37406, -2.10701, -2.03395], [0.57533, 1.29416, 2.00673], [-1.79970, -0.76641, 0.11540], [-0.61576, -0.55062, 0.75814], [0.87082, -0.31388, 0.65687], [1.40735, -0.12886, -0.56882], [0.70631, -0.09599, -1.77141], [-0.62597, 1.41054, -1.60111], [-0.94060, -1.13015, 1.63156], [2.49313, -0.08063, -0.72828]], "mulliken_charge": [0.062, -0.692, 0.934, 0.928, 0.252, -0.116, -0.615, -0.320, -0.750, 1.490, 0.351, 0.477], "homo_ev": [-15.279, -15.279], "e_tot_ha": -1554.5084, "total_charge": 2, "e_lumo_ev": [-9.39, -9.39]}

# 6
{"formula": "C4H3LiMnO", "method": "ωB97M-V/def2-TZVPD", "symbols": ["C", "C", "H", "H", "Mn", "C", "C", "O", "H", "Li"], "coordinates": [[2.07454, -0.82211, 0.85700], [1.83288, -0.05995, -0.16907], [2.83117, -1.57895, 1.09729], [2.20360, 0.04426, -1.19675], [0.48757, 0.40737, 1.46790], [-0.75074, 1.17752, -0.00318], [-1.87331, 0.54287, -0.13124], [-2.68480, -0.32418, -0.31420], [-0.64941, 2.23317, -0.26332], [-3.47149, -1.61999, -1.34443]], "mulliken_charge": [-0.564, -0.052, 0.384, 0.357, 0.228, -0.859, 0.773, -0.665, 0.437, 0.962], "homo_ev": [-10.273, -13.083], "multiplicity": 7, "e_tot_ha": -1387.5803, "total_charge": 1, "e_lumo_ev": [-4.32, -4.62], "s_squared": 12.024}

# 7
{"formula": "C4H3LiO2Sr", "method": "ωB97M-V/def2-TZVPD", "symbols": ["Sr", "O", "C", "H", "H", "C", "C", "C", "O", "Li", "H"], "coordinates": [[3.28753, 0.75552, 2.16543], [0.95674, 0.62753, 0.23820], [0.64162, -0.68228, -0.24597], [1.09955, -1.13397, -1.14005], [0.75828, -1.43177, 0.55284], [-2.06253, -0.70080, -0.16171], [-0.81032, -0.46842, -0.56010], [-1.26084, 0.80082, -0.02992], [-1.72987, 1.90855, -0.15504], [1.84472, 1.78352, -0.91551], [-2.72488, -1.45871, 0.25183]], "mulliken_charge": [0.968, -0.812, -0.314, 0.291, 0.225, -0.535, 0.186, 0.397, -0.533, 0.785, 0.341], "homo_ev": [-9.973, -10.372], "multiplicity": 2, "e_tot_ha": -342.5066, "total_charge": 1, "e_lumo_ev": [-4.32, -4.86], "s_squared": 0.751}

# 8
{"formula": "C4H3LuO", "method": "ωB97M-V/def2-TZVPD", "symbols": ["C", "C", "C", "C", "O", "Lu", "H", "H", "H"], "coordinates": [[-2.13749, 0.67482, -0.03460], [-0.88107, 0.37586, -0.37713], [0.06181, -0.42519, -0.05702], [1.23857, -1.06472, 0.05641], [2.39485, -0.49403, 0.27751], [3.37083, 1.38327, 0.17503], [-2.34381, 1.44618, 0.71098], [-2.98023, 0.24368, -0.58017], [1.27654, -2.13987, -0.17100]], "mulliken_charge": [-0.312, 0.308, -0.022, 0.124, -0.454, 1.455, 0.283, 0.306, 0.312], "homo_ev": [-17.343, -16.920], "e_tot_ha": -1464.1239, "total_charge": 2, "e_lumo_ev": [-10.50, -10.55]}

# 9
{"formula": "C4H3N", "method": "ωB97M-V/def2-TZVPD", "symbols": ["C", "C", "C", "C", "N", "H", "H", "H"], "coordinates": [[1.89023, 0.42349, 0.16429], [0.83530, 0.02216, -0.25607], [-0.50355, -0.52290, -0.02489], [-1.64199, 0.34888, -0.36260], [-2.54170, 1.03213, -0.61447], [2.86169, 0.76424, 0.41968], [-0.20274, -0.51770, 1.03600], [-0.69724, -1.55029, -0.36193]], "mulliken_charge": [-0.142, -0.388, -0.363, 0.300, -0.347, 0.412, 0.222, 0.305], "smiles": "C#CCC#N", "homo_ev": -10.522, "e_tot_ha": -208.8631, "e_lumo_ev": 0.56}

# 10
{"formula": "C4H3N", "method": "ωB97M-V/def2-TZVPD", "symbols": ["C", "C", "C", "C", "N", "H", "H", "H"], "coordinates": [[-3.05493, 0.24971, 0.05068], [0.67928, -0.82213, -0.21529], [-0.25626, -0.03891, -0.47190], [0.94487, 0.68651, 0.17516], [-1.91763, -0.26537, -0.09377], [0.86828, -1.86840, -0.34072], [1.09744, 0.85937, 1.29158], [1.63895, 1.19923, -0.39573]], "mulliken_charge": [-0.006, -0.104, -0.013, -0.486, -0.207, 0.361, 0.209, 0.246], "homo_ev": -10.538, "e_tot_ha": -208.7361, "e_lumo_ev": -0.57}

# 11
{"formula": "C4H3N", "method": "ωB97M-V/def2-TZVPD", "symbols": ["C", "C", "C", "C", "N", "H", "H", "H"], "coordinates": [[-1.34512, 1.10524, -0.08376], [-0.48785, 0.16791, -0.24790], [0.67497, -0.43243, -0.38830], [1.20787, -1.17222, 0.69511], [1.59568, -1.85292, 1.55209], [-2.48009, 1.03601, -0.09003], [-0.22180, 1.74130, -0.05378], [1.05634, -0.59288, -1.38344]], "mulliken_charge": [-0.482, 0.275, -0.696, 0.411, -0.396, 0.282, 0.282, 0.324], "smiles": "C=C=CC#N", "homo_ev": -9.661, "e_tot_ha": -208.8256, "e_lumo_ev": 0.23}

# 12
{"formula": "C4H3N", "method": "ωB97M-V/def2-TZVPD", "symbols": ["C", "C", "C", "C", "N", "H", "H", "H"], "coordinates": [[1.56629, 0.22658, 0.52139], [0.55047, -0.08964, -0.21915], [-0.65587, -0.54966, -0.46313], [-1.76120, 0.35548, -0.54138], [-2.63355, 1.11129, -0.61739], [2.56271, 0.61991, 0.33897], [1.19648, -0.05407, 1.50004], [-0.82533, -1.61989, -0.51936]], "mulliken_charge": [-0.553, 0.203, -0.507, 0.395, -0.374, 0.280, 0.233, 0.323], "smiles": "C=C=CC#N", "homo_ev": -10.203, "e_tot_ha": -208.8812, "e_lumo_ev": 0.21}